(1)
{"formula": "C4H10NO3", "method": "ωB97M-V/def2-TZVPD", "elements": ["O", "C", "N", "C", "C", "C", "O", "H", "H", "H", "H", "H", "H", "H", "H", "H", "H", "O"], "positions_angstrom": [[2.6029, -0.0357, -1.6189], [1.8085, 0.5642, -0.8771], [0.4955, 0.4912, -0.7806], [-0.0064, 1.2098, 0.3787], [-1.4957, 0.9314, 0.5416], [-1.8556, -0.5445, 0.5205], [-1.4551, -1.1943, -0.6809], [2.2554, 1.3158, -0.1525], [1.2361, -2.0697, -0.3414], [0.1027, 2.2972, 0.3271], [0.4752, 0.8481, 1.3019], [-1.8441, 1.2601, 1.5286], [-2.0233, 1.5119, -0.2197], [-1.4270, -1.0418, 1.3887], [-2.9476, -0.6311, 0.5766], [2.6276, -1.7874, -0.7352], [-0.6681, -0.6956, -0.9399], [2.1191, -2.4297, -0.2173]], "atomic_forces_ev_per_a": [[-0.07, -0.25, -0.33], [-0.06, 0.88, 0.53], [0.86, 0.07, -0.07], [-0.56, -0.56, 0.40], [-0.06, 0.07, 0.36], [-0.34, -0.06, -1.20], [-1.37, -0.63, 0.81], [0.08, -0.25, -0.19], [-0.30, -0.03, 0.06], [0.32, 0.17, -0.04], [0.15, 0.22, -0.03], [0.08, 0.43, -0.06], [-0.26, -0.29, -0.08], [0.18, -0.12, 0.31], [0.02, -0.11, 0.20], [0.10, 0.17, -0.12], [1.12, 0.50, -0.63], [0.09, -0.22, 0.08]], "lowdin_charge": [-0.121, -0.512, -0.040, -0.302, -0.214, -0.293, -0.118, 0.111, 0.001, 0.094, 0.105, 0.099, 0.105, 0.101, 0.099, -0.009, -0.009, -0.097], "total_charge": -1, "e_above_lowest_kj_mol": 141.34, "gap_ha": 0.3010}


(2)
{"formula": "C2HF6NO4S2Sr", "method": "ωB97M-V/def2-TZVPD", "elements": ["N", "S", "O", "O", "C", "F", "F", "F", "S", "O", "O", "C", "F", "F", "F", "H", "Sr"], "positions_angstrom": [[-0.0391, -0.0415, -0.1630], [-0.5250, 1.5313, -0.1889], [-0.9460, 1.8181, -1.5511], [-1.3962, 1.8289, 0.9395], [1.0796, 2.4452, 0.0407], [0.8938, 3.6630, -0.4770], [3.7238, -0.1552, 0.1222], [1.2936, 2.5819, 1.3502], [-0.8370, -1.2276, 0.5839], [-1.5090, -0.9531, 1.8338], [0.2224, -2.2837, 0.5352], [-2.1592, -1.8602, -0.5901], [-3.2165, -1.0836, -0.5202], [-1.6867, -1.8789, -1.8169], [-2.4693, -3.0808, -0.2036], [1.8815, 1.8740, -0.5476], [2.0873, -1.3742, -0.3836]], "atomic_forces_ev_per_a": [[-0.52, -0.25, 0.61], [-2.17, 0.42, -0.09], [0.55, -0.13, 1.31], [1.12, -0.25, -1.45], [0.11, -0.95, -0.81], [0.10, 0.07, -0.17], [0.22, 0.29, 0.08], [0.46, -0.37, -0.15], [0.69, 0.75, 1.05], [0.89, -0.54, -1.65], [-2.29, -0.19, 0.78], [0.48, 0.44, 0.84], [-0.15, 0.19, -0.06], [0.19, -0.10, -0.61], [-0.15, -0.43, 0.01], [-0.66, 0.92, 1.19], [1.13, 0.13, -0.86]], "lowdin_charge": [-0.473, 0.630, -0.302, -0.286, -0.448, 0.075, -0.806, 0.086, 0.663, -0.238, -0.566, -0.705, 0.184, 0.162, 0.169, 0.150, 1.704], "gap_ha": 0.3527}


(3)
{"formula": "C2H3ClN2O", "method": "ωB97M-V/def2-TZVPD", "elements": ["H", "N", "C", "Cl", "H", "N", "C", "O", "H"], "positions_angstrom": [[2.1893, 0.4728, -1.6616], [1.1934, 0.5497, -1.4549], [0.4023, -0.3587, -1.2019], [0.8601, -2.0176, -0.7498], [-0.5728, -0.2718, -0.8029], [-0.6313, -0.1002, 1.1294], [-1.2927, 0.8192, 1.4734], [-1.9337, 1.7817, 1.7087], [-0.2144, -0.8753, 1.5596]], "atomic_forces_ev_per_a": [[-0.47, -0.75, 0.29], [-0.30, 1.11, -0.95], [1.76, -0.35, 0.78], [0.42, -0.75, -0.40], [-1.00, 0.54, -0.93], [-0.03, -0.19, -0.11], [-1.56, 2.50, 1.16], [0.76, -1.28, -0.40], [0.42, -0.84, 0.57]], "lowdin_charge": [0.067, 0.066, -0.686, 0.527, 0.007, 0.160, -0.364, 0.152, 0.071], "e_above_lowest_kj_mol": 85.51, "smiles": "[H]/N=C\\Cl.N=C=O", "gap_ha": 0.3981}


(4)
{"formula": "C5H24N2O7", "method": "ωB97M-V/def2-TZVPD", "elements": ["C", "C", "N", "C", "O", "N", "C", "C", "H", "H", "H", "H", "H", "H", "H", "H", "H", "H", "H", "H", "O", "H", "H", "O", "H", "H", "O", "H", "H", "O", "H", "H", "O", "H", "H", "O", "H", "H"], "positions_angstrom": [[-0.7842, 2.2390, 1.4894], [-0.3624, 1.0975, 0.5103], [-0.4733, 1.5806, -0.8637], [-1.2912, -0.0922, 0.5876], [-2.3830, -0.0708, 0.0319], [-0.7492, -1.3118, 0.9043], [0.6287, -1.8995, 0.7621], [-1.7464, -2.3880, 0.8166], [-1.4691, 2.9907, 1.0100], [-1.1999, 1.7578, 2.3311], [0.0616, 2.8668, 1.8666], [0.7200, 0.7608, 0.6954], [0.3419, 2.0112, -1.2599], [-1.2323, 2.2016, -1.0623], [0.7444, -2.8977, 1.1742], [0.8324, -2.0462, -0.3329], [1.3842, -1.1515, 0.9904], [-2.3730, -2.3582, -0.1114], [-2.5687, -2.2215, 1.5363], [-1.3282, -3.3711, 0.9484], [1.5952, 2.0623, 3.3509], [1.9385, 1.9396, 2.4642], [1.5861, 1.1783, 3.7590], [1.5352, -0.6136, 3.8184], [1.9216, -1.4972, 3.9397], [0.9883, -0.9918, 3.0733], [0.1606, 1.2473, -4.2115], [0.4711, 0.5990, -3.5807], [-0.5843, 1.7440, -3.8685], [3.1197, 1.3004, -1.1635], [2.5320, 1.9943, -0.8517], [3.5446, 1.6754, -1.9412], [-1.8010, -0.7440, -2.8794], [-2.5425, -0.1981, -2.5837], [-1.1679, -0.4201, -2.2229], [0.1052, -2.6560, -2.9976], [0.3953, -1.9086, -2.4757], [-0.5502, -2.4090, -3.6540]], "atomic_forces_ev_per_a": [[1.00, 0.97, -0.81], [0.84, 1.73, 0.30], [0.83, -0.83, -1.11], [1.09, -1.02, -2.46], [-0.30, 0.84, 1.39], [-0.15, -2.36, 0.93], [-0.37, 1.93, -2.36], [-2.12, 0.49, -0.44], [0.21, -1.20, 0.39], [-0.79, -0.01, 1.23], [-0.57, -0.82, -0.46], [-1.57, 0.55, -0.25], [0.47, -0.03, 0.21], [-0.60, 0.06, 0.46], [-0.17, 0.40, 0.69], [-0.34, -0.12, 0.68], [0.20, -0.33, 0.71], [1.18, -0.06, 0.21], [0.65, -0.12, 0.23], [0.30, -0.12, 0.11], [-0.01, 0.07, 0.40], [0.19, -0.16, 0.03], [0.18, 0.36, -0.30], [-0.89, -2.49, -1.67], [0.83, 0.52, 1.10], [-0.07, 1.62, 0.67], [0.57, 0.50, -0.84], [-0.43, 0.04, 0.34], [-0.02, -0.45, 0.39], [-0.14, -0.05, 0.05], [0.08, 0.10, 0.02], [0.03, -0.03, -0.04], [-0.27, 0.68, 0.46], [-0.34, -0.29, -0.29], [0.19, -0.12, -0.01], [0.73, -1.16, 0.07], [-0.35, 0.28, -0.38], [-0.08, 0.64, 0.35]], "lowdin_charge": [-0.039, -0.326, 0.052, -0.449, 0.047, -0.108, -0.032, -0.062, 0.095, 0.060, 0.068, 0.137, 0.056, 0.080, 0.090, 0.091, 0.066, 0.102, 0.097, 0.076, -0.072, 0.017, -0.002, -0.065, 0.068, 0.046, -0.055, 0.005, 0.024, -0.055, 0.014, 0.044, -0.071, 0.050, -0.007, -0.059, -0.007, 0.028], "e_above_lowest_kj_mol": 307.40, "smiles": "C[C@H](N)C(=O)N(C)C.O.O.O.O.O.O", "gap_ha": 0.3588}


Max |F|: 1.71 2.43 3.16 3.13 (eV/Å)